{"formula": "C68H152F12N6O12P2S4", "method": "the ωB97M-V functional and the def2-TZVPD basis", "e_tot_ha": -7385.3534, "homo_ev": [-17.4, -17.4], "multiplicity": 2, "orbital_gap_ev": [9.385, 4.634], "charge": 5, "lumo_energy_ev": [-7.97, -12.72], "elements": ["C", "C", "C", "C", "P", "C", "C", "C", "C", "C", "C", "C", "C", "C", "C", "C", "C", "H", "H", "H", "H", "H", "H", "H", "H", "H", "H", "H", "H", "H", "H", "H", "H", "H", "H", "H", "H", "H", "H", "H", "H", "H", "H", "H", "H", "H", "H", "H", "H", "H", "H", "H", "H", "C", "C", "C", "C", "P", "C", "C", "C", "C", "C", "C", "C", "C", "C", "C", "C", "C", "H", "H", "H", "H", "H", "H", "H", "H", "H", "H", "H", "H", "H", "H", "H", "H", "H", "H", "H", "H", "H", "H", "H", "H", "H", "H", "H", "H", "H", "H", "H", "H", "H", "H", "H", "H", "C", "C", "N", "C", "C", "C", "C", "C", "O", "C", "H", "H", "H", "H", "H", "H", "H", "H", "H", "H", "H", "H", "H", "H", "H", "H", "H", "H", "H", "H", "C", "C", "N", "C", "C", "C", "C", "C", "O", "C", "H", "H", "H", "H", "H", "H", "H", "H", "H", "H", "H", "H", "H", "H", "H", "H", "H", "H", "H", "H", "C", "C", "N", "C", "C", "C", "C", "C", "O", "C", "H", "H", "H", "H", "H", "H", "H", "H", "H", "H", "H", "H", "H", "H", "H", "H", "H", "H", "H", "H", "C", "C", "N", "C", "C", "C", "C", "C", "O", "C", "H", "H", "H", "H", "H", "H", "H", "H", "H", "H", "H", "H", "H", "H", "H", "H", "H", "H", "H", "H", "C", "F", "F", "F", "S", "O", "O", "N", "S", "O", "O", "C", "F", "F", "F", "C", "F", "F", "F", "S", "O", "O", "N", "S", "O", "O", "C", "F", "F", "F"], "xyz": [[-16.85817, -4.72620, -17.08023], [-15.81495, -5.08415, -18.08415], [-14.79167, -4.01292, -18.39422], [-13.59220, -3.93688, -17.41360], [-12.34155, -2.67038, -17.76882], [-11.14743, -2.52609, -16.38404], [-11.77707, -2.02137, -15.12497], [-10.72582, -2.03306, -13.98654], [-11.29455, -1.41675, -12.70056], [-13.18527, -1.10799, -18.09440], [-14.07698, -0.45650, -17.02395], [-15.13696, 0.50831, -17.67126], [-14.59534, 1.80855, -18.20904], [-11.43226, -3.28712, -19.24107], [-10.33892, -2.32880, -19.82596], [-9.68740, -2.60687, -21.15430], [-10.56416, -2.48867, -22.41087], [-17.57729, -5.51371, -16.85487], [-17.47330, -3.85092, -17.28905], [-16.32769, -4.52874, -16.14873], [-16.44201, -5.31693, -18.94479], [-15.31374, -5.98847, -17.73904], [-15.24627, -3.02407, -18.45438], [-14.31764, -4.15857, -19.36489], [-13.13459, -4.92436, -17.35366], [-13.99387, -3.70299, -16.42768], [-10.44117, -1.82542, -16.82941], [-10.58279, -3.45029, -16.26101], [-12.63793, -2.63898, -14.86891], [-12.07339, -0.97592, -15.21052], [-9.81987, -1.62526, -14.43493], [-10.54233, -3.07843, -13.73828], [-11.60970, -0.38854, -12.87825], [-10.57551, -1.54566, -11.89157], [-12.27850, -1.81850, -12.45859], [-13.62020, -1.32516, -19.06999], [-12.42180, -0.43797, -18.48973], [-13.52532, 0.19198, -16.34332], [-14.57058, -1.18694, -16.38293], [-16.02461, 0.78116, -17.10053], [-15.62286, -0.11888, -18.41868], [-14.01999, 2.34834, -17.45690], [-15.37868, 2.50977, -18.49673], [-14.01015, 1.62635, -19.11041], [-12.15792, -3.44413, -20.03911], [-10.97424, -4.22027, -18.91311], [-9.51374, -2.23537, -19.11996], [-10.73243, -1.31232, -19.82365], [-9.31963, -3.62223, -21.00641], [-8.90815, -1.84946, -21.23924], [-11.47873, -3.07717, -22.33777], [-10.08407, -2.73696, -23.35743], [-10.92752, -1.46346, -22.48168], [-18.61979, 6.69527, -6.76472], [-17.84026, 6.59872, -5.42285], [-16.39198, 6.18974, -5.67273], [-15.55748, 5.80269, -4.39982], [-13.86607, 5.24068, -4.67246], [-13.21678, 4.29055, -3.17851], [-13.33033, 5.10390, -1.95188], [-12.91189, 4.26766, -0.77016], [-12.92222, 5.04495, 0.58097], [-13.80242, 4.25850, -6.16640], [-14.48512, 2.92452, -6.07464], [-14.24683, 1.99032, -7.29998], [-14.59340, 2.52331, -8.67692], [-12.89067, 6.73117, -4.93890], [-11.44142, 6.55165, -5.24147], [-10.54312, 6.86128, -4.06702], [-9.20455, 6.05934, -4.21804], [-18.73179, 5.74129, -7.27996], [-18.19254, 7.47956, -7.38956], [-19.63390, 7.03779, -6.55886], [-18.27424, 5.87792, -4.72987], [-17.81435, 7.54021, -4.87420], [-15.85232, 6.94820, -6.23982], [-16.49937, 5.35076, -6.36025], [-16.08428, 4.96291, -3.94668], [-15.45203, 6.59832, -3.66228], [-12.19700, 3.94252, -3.34287], [-13.76125, 3.37676, -2.94051], [-14.34379, 5.50364, -1.91686], [-12.73508, 6.01303, -2.03711], [-11.86365, 3.97626, -0.83639], [-13.56557, 3.40066, -0.67473], [-13.89614, 5.35689, 0.95815], [-12.34575, 5.96205, 0.45970], [-12.44722, 4.34452, 1.26790], [-12.74947, 4.09034, -6.39248], [-14.22596, 4.93735, -6.90659], [-15.57294, 2.97898, -6.03242], [-14.11561, 2.35750, -5.22021], [-14.89276, 1.11633, -7.21622], [-13.20887, 1.66065, -7.25476], [-15.64403, 2.80809, -8.62058], [-14.36923, 1.74447, -9.40579], [-14.17842, 3.51015, -8.88197], [-12.80190, 7.26448, -3.99244], [-13.46184, 7.41313, -5.56882], [-11.17351, 7.29756, -5.98977], [-11.31523, 5.61924, -5.79173], [-10.98989, 6.59382, -3.10943], [-10.25813, 7.91212, -4.11798], [-8.65515, 6.08274, -3.27692], [-8.48659, 6.31473, -4.99741], [-9.37592, 4.99359, -4.36942], [-16.05235, 9.00664, -13.10633], [-14.93166, 8.06289, -13.56783], [-15.35387, 6.61865, -14.10197], [-14.04538, 5.93435, -14.42991], [-16.13146, 5.89876, -12.95956], [-15.54376, 5.82961, -11.47771], [-16.21717, 6.86628, -15.41543], [-16.86606, 5.63471, -16.02064], [-17.89155, 5.04731, -15.23728], [-18.33122, 3.83597, -15.78005], [-16.71678, 8.60191, -12.34290], [-16.61792, 9.38199, -13.95917], [-15.56592, 9.84749, -12.61190], [-14.21050, 7.90029, -12.76683], [-14.40151, 8.58369, -14.36520], [-14.27313, 4.99059, -14.92544], [-13.65136, 5.81360, -13.42082], [-13.40347, 6.59894, -15.00817], [-16.29775, 4.89936, -13.36162], [-17.13405, 6.31594, -13.05376], [-15.18923, 6.81816, -11.18587], [-14.67480, 5.17825, -11.38423], [-16.29885, 5.38091, -10.83226], [-15.64769, 7.35563, -16.20558], [-16.91768, 7.64853, -15.12308], [-16.09955, 4.88227, -16.20610], [-17.22694, 5.97899, -16.98983], [-19.20331, 3.43111, -15.26658], [-17.60958, 3.02875, -15.65466], [-18.55681, 3.85706, -16.84624], [-21.96016, 0.49175, -13.04702], [-22.06702, -0.76637, -13.91725], [-22.78477, -0.59490, -15.25719], [-24.15979, -0.07986, -14.92252], [-22.07534, 0.46374, -16.16354], [-20.55384, 0.24072, -16.35084], [-22.81569, -1.97621, -15.94272], [-23.82833, -2.25487, -17.14179], [-23.49918, -1.40401, -18.21830], [-24.31156, -1.62999, -19.40268], [-22.84520, 0.70003, -12.44585], [-21.78451, 1.43303, -13.56782], [-21.06518, 0.41572, -12.42950], [-22.59571, -1.56069, -13.39034], [-21.12364, -1.24301, -14.18361], [-24.61549, -0.86941, -14.32499], [-24.69298, 0.05526, -15.86356], [-24.16935, 0.88423, -14.41406], [-22.16296, 1.43971, -15.68615], [-22.63548, 0.44677, -17.09845], [-20.12670, 0.34437, -15.35339], [-20.06769, 1.02959, -16.92480], [-20.20546, -0.74017, -16.67423], [-22.91042, -2.71160, -15.14377], [-21.77278, -2.22876, -16.13419], [-24.88684, -2.20579, -16.88633], [-23.49365, -3.26790, -17.36510], [-23.82399, -2.44512, -19.93741], [-24.30985, -0.72452, -20.00949], [-25.34690, -1.91793, -19.22031], [-12.45931, -4.75551, -11.33504], [-12.63751, -6.23057, -10.78027], [-13.50534, -6.36430, -9.51918], [-13.02943, -5.41528, -8.36351], [-15.04890, -6.09096, -9.81614], [-15.75648, -6.84239, -10.99528], [-13.46880, -7.82904, -8.93409], [-12.06151, -8.55723, -8.85660], [-11.15748, -7.81586, -8.05931], [-9.88129, -8.44224, -7.85902], [-12.05284, -4.10188, -10.56326], [-13.36868, -4.21897, -11.60572], [-11.82157, -4.69288, -12.21678], [-11.63820, -6.42577, -10.39122], [-12.94776, -6.94861, -11.53940], [-13.58849, -5.70840, -7.47490], [-13.22078, -4.37224, -8.61562], [-11.95181, -5.41465, -8.19967], [-14.93318, -5.01525, -9.94866], [-15.49356, -6.23803, -8.83189], [-15.71693, -7.93127, -10.96578], [-15.28095, -6.51977, -11.92151], [-16.74853, -6.52669, -11.31818], [-14.10750, -8.46041, -9.55177], [-13.87649, -7.75722, -7.92576], [-11.80891, -8.84716, -9.87652], [-12.16310, -9.46500, -8.26185], [-9.89965, -9.50337, -7.61049], [-9.22806, -7.94981, -7.13867], [-9.32650, -8.23469, -8.77403], [-21.41178, -0.81415, -10.12260], [-20.12548, -1.69049, -10.13849], [-19.21485, -1.49522, -8.90135], [-18.71986, -0.05305, -9.11491], [-19.93721, -1.61234, -7.52377], [-20.54107, -2.95855, -7.36540], [-17.99939, -2.44936, -9.13079], [-17.00115, -2.54891, -7.96877], [-16.40538, -1.37799, -7.37859], [-15.36936, -1.65637, -6.43156], [-21.23204, 0.25543, -10.01400], [-22.07701, -1.03774, -9.28859], [-22.06388, -1.01798, -10.97191], [-19.56574, -1.58198, -11.06747], [-20.29917, -2.76541, -10.18823], [-18.27892, 0.11044, -10.09824], [-18.00656, 0.11119, -8.30725], [-19.59276, 0.59275, -9.01949], [-20.67440, -0.81497, -7.42965], [-19.17959, -1.46760, -6.75360], [-20.65366, -3.24410, -6.31951], [-19.94786, -3.84050, -7.60697], [-21.55835, -3.03568, -7.74918], [-17.46661, -2.16305, -10.03758], [-18.47161, -3.42395, -9.25446], [-16.15577, -3.20583, -8.17344], [-17.63562, -3.07300, -7.25401], [-14.93694, -0.75384, -5.99963], [-14.49783, -2.17093, -6.83624], [-15.90880, -2.22722, -5.67577], [-16.09842, 1.43495, -12.48567], [-15.02743, 0.64313, -12.46826], [-16.43039, 1.81646, -11.29162], [-15.79258, 2.51111, -13.21511], [-17.55692, 0.40716, -13.24027], [-18.73149, 1.02979, -12.58753], [-17.54057, 0.64295, -14.68882], [-17.37756, -1.13482, -12.53896], [-17.46900, -2.06601, -13.72996], [-18.76913, -2.03905, -14.46431], [-16.22673, -2.14240, -14.53291], [-17.49524, -3.78591, -12.81975], [-16.31114, -4.08316, -12.30548], [-18.36163, -3.79244, -11.84541], [-17.93336, -4.67551, -13.72619], [-25.28874, -2.36711, -10.76568], [-26.52162, -2.13064, -10.22045], [-24.89460, -1.18838, -11.32218], [-24.40721, -2.68773, -9.82758], [-25.38109, -3.70935, -12.16705], [-25.71867, -5.04894, -11.60469], [-26.42599, -3.22233, -13.13090], [-23.75522, -3.62735, -12.81417], [-23.17192, -4.96519, -12.57094], [-22.84588, -5.16470, -11.14179], [-23.81808, -6.11956, -13.14657], [-21.35986, -4.72475, -13.31555], [-20.47376, -5.78665, -13.11967], [-21.43117, -4.51843, -14.61650], [-20.81382, -3.61837, -12.75823]], "forces_ev_per_a": [[0.0, 0.6, 1.9], [-0.8, -0.5, -0.7], [1.1, 0.8, -0.4], [-0.9, 0.1, 0.5], [0.3, -1.0, -0.1], [-0.4, 0.1, -1.7], [0.7, 0.3, 1.2], [-1.5, -0.9, -0.1], [0.1, 0.5, -0.9], [0.9, 0.2, -0.5], [-1.0, 1.1, 0.0], [-0.6, -1.1, -0.1], [0.2, 0.1, -0.6], [0.6, 1.2, -0.5], [-0.6, 1.1, 1.5], [-0.6, -0.7, -0.6], [-0.6, 0.3, 0.6], [0.2, -0.3, -0.3], [0.3, 0.2, -0.3], [-0.3, 0.2, 0.5], [0.8, -0.2, -0.7], [0.0, -0.2, -0.3], [-0.3, 0.0, 0.1], [-0.4, -0.3, -0.3], [0.3, 0.1, 0.0], [0.1, 0.0, 0.3], [0.3, 0.3, 0.3], [-0.2, -0.2, 0.0], [-0.2, 0.2, 0.2], [-0.3, -0.1, -0.3], [0.2, 0.3, 0.7], [0.4, -0.2, -0.2], [0.7, 0.5, 0.2], [-0.3, 0.4, 0.2], [0.2, -0.8, 0.2], [-1.1, -0.1, 0.1], [0.4, 0.3, 0.5], [0.6, -0.3, 0.0], [-0.2, -0.2, -0.2], [0.4, -0.5, 1.1], [0.1, 0.3, -0.7], [0.3, -0.2, 0.0], [-0.2, -0.2, -0.1], [0.3, 0.3, 0.1], [-0.2, -0.4, 0.1], [-0.2, -0.2, -0.2], [0.0, -0.3, 0.3], [-0.4, 0.2, -0.2], [0.7, 0.0, -0.7], [0.4, -0.5, 0.0], [0.0, -0.4, 0.0], [0.2, -0.1, 0.3], [0.1, 0.2, -0.1], [-0.2, 0.6, 1.3], [0.4, 0.2, -0.1], [0.6, -0.2, 0.0], [-0.8, -0.6, -0.6], [0.5, -0.4, 1.0], [-0.3, -0.2, -1.7], [0.1, 1.3, 0.3], [-0.4, 1.2, 1.6], [0.0, -0.4, -0.8], [0.3, 0.2, 0.0], [-0.7, -1.5, -1.1], [0.5, 0.2, 0.3], [-0.4, 0.9, 0.9], [-0.7, 0.6, 1.2], [0.3, 0.5, -1.8], [2.2, -1.4, -0.8], [-0.1, -0.4, 0.9], [0.4, 0.0, -0.1], [0.2, -0.3, -0.2], [-0.1, 0.0, 0.1], [-0.3, -0.1, -0.1], [-0.4, 0.2, -0.2], [-0.1, 0.3, 0.0], [0.5, -0.5, 0.1], [0.0, 0.0, 0.4], [-0.4, 0.2, 0.0], [0.2, 0.3, -0.4], [-0.5, -0.1, -0.8], [-0.3, -0.3, 0.7], [0.3, 0.0, 0.2], [-0.1, -0.4, -0.6], [0.2, -0.2, -0.1], [-0.1, -0.3, -0.1], [0.3, -0.1, 0.2], [0.0, 0.5, 0.4], [0.1, 0.2, -0.1], [0.0, -0.2, -0.4], [-0.1, 0.5, 0.5], [-0.2, 0.2, 0.2], [0.2, -0.2, 0.5], [0.1, -0.2, -0.2], [-0.5, -0.6, -0.5], [-0.2, 0.5, -0.3], [0.8, -0.3, -0.4], [-1.0, 0.0, 0.4], [0.0, -0.2, -0.4], [-0.1, 0.0, -0.3], [0.7, -0.4, 0.5], [0.0, 0.2, 0.0], [-0.4, 0.1, 0.5], [0.1, 0.3, 0.0], [-0.4, 0.6, -0.1], [-0.4, -0.1, -0.1], [0.2, -0.5, 0.0], [-0.5, -0.2, -0.1], [0.4, 2.3, -0.2], [-1.1, 0.3, 1.0], [-0.1, -0.7, -0.6], [0.2, 0.4, -2.1], [-0.4, -0.2, 1.6], [0.1, -0.1, 0.4], [0.2, 1.0, 0.1], [-0.1, -1.5, -0.3], [-0.1, -0.2, -0.2], [-0.1, 0.1, 0.2], [0.1, 0.1, -0.2], [-0.1, -0.3, -0.1], [0.0, -0.4, -0.2], [0.3, 0.1, 0.1], [0.6, -0.5, -0.4], [-0.2, -0.2, -0.1], [0.3, -0.1, 0.2], [0.1, 0.3, 0.6], [-0.5, -0.1, 0.5], [0.0, -0.1, -0.4], [-0.2, 0.5, -0.1], [0.8, -0.3, 0.4], [-0.4, -0.4, 0.1], [0.2, -0.2, -0.2], [-0.3, -0.1, -0.2], [-0.2, 0.7, 0.2], [0.6, 0.1, 0.0], [-0.1, 0.5, -0.1], [0.4, 0.3, -0.4], [0.1, -0.2, -0.5], [0.3, 1.0, 0.2], [-0.2, -0.7, -1.0], [0.6, -0.6, -0.3], [-0.3, -0.2, 1.3], [-0.5, 0.2, 0.2], [2.4, 0.6, 0.7], [-1.0, 0.4, 0.2], [0.8, -0.3, 0.0], [0.0, -0.4, 0.1], [0.0, -0.2, -0.5], [-0.2, -0.2, 0.1], [-0.3, 0.2, 0.0], [0.4, 0.5, 0.2], [-0.3, 0.2, 0.0], [-0.1, -0.1, 0.1], [0.5, -0.3, 0.1], [-0.5, -0.2, 0.1], [0.0, 0.0, 0.1], [0.3, 0.0, 0.1], [-0.4, -0.1, -0.3], [-0.4, 0.1, -0.4], [-1.2, 0.2, 0.1], [0.1, 0.6, -1.1], [0.0, -0.1, 0.3], [-0.6, -0.5, -0.2], [-0.2, 0.0, -0.3], [0.2, -0.1, 0.2], [0.0, 0.1, 0.5], [-1.1, -0.2, 0.7], [0.8, 1.7, 0.6], [-0.4, -1.2, 0.3], [-0.5, 0.0, -1.1], [0.9, 0.5, 0.3], [1.6, 0.7, -0.5], [1.6, -0.1, 0.0], [-1.0, 0.5, 1.1], [0.0, 0.7, -0.1], [0.8, 0.5, -1.1], [0.5, -0.3, 0.0], [-0.4, -0.4, -0.2], [0.1, -0.5, 0.2], [0.0, -0.7, -0.3], [-0.1, 0.0, 0.3], [0.2, 0.1, -0.1], [-0.6, -0.1, -0.2], [-0.1, -1.0, -0.1], [-0.9, 0.1, -0.5], [-0.2, -0.2, -0.2], [-0.1, 0.1, 0.3], [0.7, -0.3, -0.1], [-0.4, 0.1, 1.3], [0.0, 0.2, 0.0], [-0.1, 0.1, -0.2], [0.9, 0.3, -0.1], [-0.9, -0.5, -0.5], [-0.4, 0.0, -0.2], [-0.9, 0.3, 0.6], [0.2, -0.8, -0.3], [0.1, -0.8, 0.8], [-1.0, -0.7, 0.4], [0.9, 1.6, -2.0], [-0.1, -0.4, 1.4], [1.2, -0.3, -0.8], [-1.0, -1.4, 1.0], [0.1, 1.1, 0.5], [-0.1, -0.1, 1.5], [-0.5, 0.7, -1.5], [-0.9, -0.5, 0.3], [0.2, -0.1, -0.6], [0.2, -0.4, 0.3], [0.5, 0.1, -0.2], [0.5, 0.8, 0.3], [-0.8, 0.0, 0.4], [0.0, -0.5, 0.0], [0.0, 0.3, -0.2], [0.3, 0.0, 0.2], [0.2, 0.0, -0.3], [0.2, 0.3, -0.3], [-0.2, 0.8, 0.4], [0.2, 0.3, -1.0], [0.2, -0.1, -0.4], [-0.6, 0.3, -0.2], [0.4, -0.1, 0.0], [-0.3, -0.4, -0.7], [0.4, -0.1, 1.0], [-0.7, 0.3, -0.2], [-0.2, -0.5, -0.4], [0.8, -0.2, 0.5], [-0.1, -1.4, -1.7], [0.2, 0.1, 0.3], [-0.1, 0.2, 1.1], [-0.4, -0.2, -0.1], [-2.6, 2.7, 0.8], [1.8, -1.1, -0.4], [0.9, -1.2, 2.1], [0.1, 4.2, 0.6], [0.0, -4.8, -4.7], [2.4, 0.0, 1.5], [-1.9, 0.1, 1.1], [-0.5, 1.6, -2.1], [0.4, -0.4, -0.3], [-0.9, 0.1, 1.4], [1.0, 0.1, 0.4], [-1.1, 1.6, 0.4], [2.2, -1.2, -1.1], [-0.1, -1.1, 0.0], [-0.5, -0.2, -0.4], [-6.5, -1.6, -0.8], [1.9, 3.8, -0.7], [4.2, -0.5, 2.3], [-2.8, 3.1, 0.2], [4.3, -5.5, 0.7], [-0.3, 0.4, -0.7], [0.9, 1.0, 0.0], [1.1, -0.8, 0.1], [-2.3, 1.9, 0.2], [-0.3, -0.1, 0.0], [-0.7, -0.8, 0.0]]}